{"formula": "C33H37F2FeN9", "method": "ωB97M-V/def2-TZVPD", "species": ["Fe", "C", "N", "C", "C", "N", "C", "C", "C", "C", "C", "C", "N", "C", "N", "C", "C", "C", "C", "C", "C", "N", "H", "H", "H", "H", "H", "H", "H", "H", "H", "H", "H", "H", "H", "H", "H", "N", "C", "C", "C", "N", "C", "C", "N", "C", "H", "H", "H", "H", "H", "H", "H", "H", "H", "H", "H", "H", "H", "H", "H", "H", "F", "C", "C", "C", "C", "C", "F", "C", "C", "C", "C", "C", "C", "N", "H", "H", "H", "H", "H", "H"], "positions_angstrom": [[-0.047, 0.042, -0.056], [-3.476, 0.764, -1.201], [-3.189, 0.144, 0.082], [-3.428, 0.925, 1.281], [-2.231, 1.577, 1.920], [-0.980, 1.555, 1.511], [-0.265, 2.331, 2.423], [1.070, 2.738, 2.417], [1.501, 3.523, 3.469], [0.638, 3.906, 4.503], [-0.698, 3.553, 4.494], [-1.131, 2.777, 3.428], [-2.373, 2.280, 3.071], [-2.318, 1.452, -1.871], [-1.084, 1.542, -1.424], [-0.390, 2.313, -2.360], [0.917, 2.793, -2.354], [1.319, 3.561, -3.428], [0.451, 3.856, -4.487], [-0.858, 3.416, -4.490], [-1.260, 2.655, -3.401], [-2.477, 2.094, -3.050], [-4.274, 1.497, -1.067], [-3.864, -0.004, -1.878], [-2.251, -0.226, 0.074], [-3.895, 0.277, 2.033], [-4.157, 1.708, 1.061], [1.718, 2.495, 1.582], [2.526, 3.870, 3.488], [1.021, 4.512, 5.312], [-1.379, 3.880, 5.270], [-3.238, 2.444, 3.560], [1.578, 2.581, -1.527], [2.326, 3.958, -3.450], [0.813, 4.452, -5.313], [-1.538, 3.658, -5.296], [-3.331, 2.148, -3.579], [1.530, -2.957, 0.317], [1.717, -3.526, 1.688], [2.596, -2.591, 2.518], [1.916, -1.273, 2.922], [1.700, -0.362, 1.782], [0.557, -1.534, 3.571], [-0.370, -2.418, 2.729], [-0.892, -1.682, 1.535], [0.346, -3.725, 2.340], [2.405, -2.710, -0.152], [1.005, -2.084, 0.421], [1.001, -3.576, -0.296], [2.213, -4.489, 1.567], [3.536, -2.392, 1.994], [2.855, -3.119, 3.437], [2.564, -0.801, 3.666], [2.586, -0.139, 1.334], [1.350, 0.516, 2.160], [0.070, -0.575, 3.776], [0.713, -2.021, 4.535], [-1.213, -2.701, 3.366], [-1.448, -0.902, 1.879], [-1.542, -2.295, 1.049], [-0.294, -4.335, 1.695], [0.499, -4.289, 3.261], [4.762, 0.964, -2.405], [3.637, 0.251, -2.460], [2.784, 0.243, -1.366], [1.589, -0.462, -1.407], [1.250, -1.189, -2.564], [2.158, -1.172, -3.629], [1.924, -1.858, -4.759], [3.343, -0.464, -3.599], [-0.052, -1.896, -2.580], [-0.536, -2.650, -3.654], [-1.758, -3.292, -3.561], [-2.494, -3.177, -2.390], [-1.969, -2.400, -1.379], [-0.787, -1.777, -1.453], [3.082, 0.822, -0.497], [4.012, -0.478, -4.448], [0.028, -2.739, -4.565], [-2.131, -3.875, -4.391], [-3.449, -3.669, -2.266], [-2.538, -2.251, -0.467]], "forces_ev_per_angstrom": [[0.3, 0.2, -0.5], [0.1, -0.2, 0.0], [-0.1, 0.4, 0.0], [0.0, -0.2, 0.0], [0.0, 0.1, 0.1], [0.1, -0.7, -0.3], [-0.1, 0.2, 0.2], [-0.1, 0.0, 0.0], [0.2, 0.0, -0.1], [-0.1, 0.0, 0.0], [-0.1, 0.1, 0.0], [0.3, -0.1, -0.1], [0.0, 0.0, -0.1], [0.1, 0.1, 0.0], [0.1, -0.6, 0.2], [-0.2, 0.2, -0.2], [-0.1, 0.0, 0.0], [0.1, 0.0, 0.1], [-0.1, 0.0, -0.1], [-0.1, 0.0, 0.0], [0.3, 0.0, 0.2], [-0.1, -0.1, 0.0], [-0.1, -0.1, 0.0], [0.0, 0.1, 0.0], [0.0, -0.2, -0.1], [0.0, 0.1, 0.0], [0.0, 0.0, 0.0], [0.1, 0.0, 0.1], [0.0, 0.0, 0.0], [0.0, 0.0, 0.0], [0.0, 0.0, 0.0], [0.0, 0.0, 0.0], [0.1, 0.0, 0.0], [0.0, 0.0, 0.0], [0.0, 0.0, 0.0], [0.0, 0.0, 0.0], [0.0, 0.0, 0.0], [0.1, -0.1, 0.1], [0.0, -0.1, 0.5], [-0.2, 0.3, -0.2], [-0.2, -0.2, 0.1], [0.2, 0.1, -0.3], [0.0, 0.0, -0.2], [0.3, 0.0, 0.1], [0.0, -0.1, 0.2], [-0.1, 0.3, -0.3], [0.0, 0.0, 0.0], [-0.1, 0.3, -0.3], [0.0, 0.0, 0.0], [0.0, 0.0, 0.0], [0.0, 0.0, 0.0], [0.0, 0.0, 0.0], [0.0, 0.0, 0.0], [0.0, 0.0, 0.0], [0.2, 0.0, 0.1], [0.0, 0.0, 0.1], [0.0, 0.0, 0.0], [0.0, 0.0, -0.1], [0.0, -0.1, 0.2], [0.1, 0.1, 0.1], [0.0, 0.0, 0.1], [0.0, -0.1, 0.0], [0.1, 0.0, 0.0], [-0.2, -0.1, 0.2], [0.2, -0.2, 0.0], [-0.8, 0.5, 0.6], [0.3, 0.1, 0.0], [0.0, 0.0, 0.1], [-0.1, 0.0, 0.0], [0.1, 0.0, -0.1], [-0.1, 0.0, 0.0], [-0.1, -0.1, -0.1], [0.1, 0.1, 0.2], [-0.1, 0.0, 0.0], [0.0, -0.1, -0.1], [-0.1, 0.2, -0.1], [0.0, 0.1, -0.1], [0.0, 0.0, 0.0], [0.1, 0.0, 0.0], [0.0, 0.0, 0.0], [0.0, 0.0, 0.0], [-0.1, 0.0, -0.2]], "lowdin_charge": [0.801, -0.112, -0.048, -0.118, -0.288, 0.106, -0.233, -0.040, -0.057, -0.055, 0.009, -0.175, 0.184, -0.279, 0.105, -0.208, -0.017, -0.060, -0.062, 0.000, -0.175, 0.183, 0.134, 0.128, 0.008, 0.132, 0.137, 0.108, 0.116, 0.118, 0.123, 0.179, 0.094, 0.113, 0.115, 0.120, 0.177, 0.226, -0.256, -0.079, -0.331, 0.046, -0.094, -0.312, 0.041, -0.079, 0.166, 0.053, 0.167, 0.160, 0.132, 0.140, 0.151, 0.082, 0.034, 0.122, 0.137, 0.148, 0.061, 0.065, 0.130, 0.141, 0.100, -0.275, -0.099, -0.181, -0.148, -0.205, 0.082, 0.088, -0.204, 0.023, -0.020, -0.037, -0.157, 0.037, 0.093, 0.145, 0.114, 0.125, 0.118, 0.088], "gap_ev": [8.587, 8.172], "molar_mass_g_mol": 653.56, "energy_ev": -88044.2530, "lumo_ha": [-0.173, -0.188], "s2": 6.012, "homo_energy_ev": [-13.30, -13.30], "spin_multiplicity": 5, "total_charge": 2}



{"formula": "C33H37IN4PdSSi", "method": "ωB97M-V/def2-TZVPD", "species": ["Pd", "I", "C", "C", "C", "C", "C", "C", "C", "C", "C", "C", "H", "H", "H", "H", "H", "H", "C", "Si", "C", "N", "C", "C", "C", "C", "C", "C", "C", "C", "C", "C", "C", "C", "C", "C", "C", "C", "C", "H", "H", "H", "H", "H", "H", "H", "H", "H", "H", "H", "H", "H", "H", "H", "H", "H", "H", "H", "H", "H", "H", "H", "H", "C", "C", "C", "N", "N", "C", "N", "S", "H", "H", "H", "H", "H", "H", "H"], "positions_angstrom": [[0.200, -0.582, -0.310], [0.381, -0.925, 2.212], [2.386, -0.361, 2.291], [3.067, -0.445, 3.467], [4.423, -0.050, 3.495], [5.017, 0.408, 2.357], [4.301, 0.506, 1.137], [4.932, 0.995, -0.033], [4.215, 1.105, -1.186], [2.855, 0.722, -1.224], [2.173, 0.211, -0.143], [2.935, 0.118, 1.073], [2.589, -0.809, 4.366], [4.978, -0.113, 4.422], [6.058, 0.710, 2.366], [5.976, 1.280, 0.014], [4.686, 1.490, -2.083], [2.327, 0.866, -2.163], [-1.480, -1.890, -0.446], [-2.826, -0.732, -0.845], [-2.752, 0.962, 0.005], [-1.457, 1.594, 0.269], [-1.450, 2.335, 1.524], [-2.358, 3.575, 1.515], [-2.313, 4.279, 0.148], [-1.014, 3.924, -0.565], [-0.974, 2.422, -0.857], [-4.527, -1.353, -0.242], [-5.453, -1.951, -1.100], [-6.637, -2.502, -0.628], [-6.929, -2.470, 0.727], [-6.026, -1.885, 1.604], [-4.847, -1.337, 1.120], [-3.017, -0.559, -2.720], [-3.649, 0.546, -3.297], [-3.870, 0.629, -4.666], [-3.461, -0.404, -5.499], [-2.838, -1.516, -4.950], [-2.628, -1.589, -3.579], [-1.206, -2.584, -1.237], [-1.631, -2.401, 0.504], [-3.256, 0.808, 0.964], [-3.428, 1.636, -0.547], [-0.414, 2.613, 1.740], [-1.750, 1.658, 2.328], [-2.029, 4.255, 2.306], [-3.382, 3.289, 1.760], [-2.422, 5.358, 0.266], [-3.153, 3.948, -0.470], [-0.163, 4.214, 0.057], [-0.908, 4.465, -1.508], [0.040, 2.122, -1.137], [-1.607, 2.208, -1.723], [-5.252, -1.985, -2.166], [-7.335, -2.954, -1.322], [-7.851, -2.900, 1.098], [-6.241, -1.854, 2.666], [-4.161, -0.897, 1.836], [-3.983, 1.366, -2.672], [-4.367, 1.497, -5.080], [-3.636, -0.346, -6.566], [-2.523, -2.332, -5.590], [-2.150, -2.473, -3.171], [0.781, 2.403, -5.364], [-0.036, 1.120, -5.500], [0.263, 0.154, -4.396], [-0.045, 0.369, -3.171], [0.350, -0.642, -2.338], [0.984, -1.611, -2.951], [1.451, -2.710, -2.314], [1.097, -1.349, -4.646], [0.457, 3.143, -6.096], [1.844, 2.214, -5.521], [0.656, 2.826, -4.368], [0.154, 0.638, -6.461], [-1.104, 1.337, -5.459], [1.514, -2.596, -1.306], [2.194, -3.229, -2.750]], "forces_ev_per_angstrom": [[0.8, -0.5, 0.4], [-0.2, -0.1, 0.1], [0.1, 0.2, 0.0], [0.1, 0.0, 0.0], [0.0, 0.0, 0.0], [0.0, 0.0, 0.0], [0.1, 0.1, 0.0], [0.0, 0.0, 0.0], [0.0, 0.0, 0.1], [-0.1, 0.1, -0.1], [-0.2, 0.1, 0.0], [-0.1, -0.1, 0.0], [0.0, 0.0, 0.0], [0.0, 0.0, 0.0], [0.0, 0.0, 0.0], [0.0, 0.0, 0.0], [0.0, 0.0, 0.0], [0.1, 0.0, 0.0], [0.3, 0.7, 0.2], [-0.7, -0.1, -0.2], [-0.1, 0.2, 0.1], [-0.1, 0.0, -0.2], [0.1, -0.1, 0.0], [0.0, 0.0, 0.0], [0.0, 0.0, 0.0], [0.0, 0.0, -0.1], [0.1, 0.0, 0.0], [0.0, -0.1, 0.0], [0.0, 0.0, -0.1], [0.0, 0.0, 0.0], [0.0, 0.0, 0.0], [0.0, 0.0, 0.0], [0.0, 0.0, 0.0], [0.0, 0.0, 0.0], [0.0, 0.0, 0.0], [0.0, 0.0, 0.0], [0.0, 0.0, 0.0], [0.0, 0.0, 0.0], [0.0, 0.0, 0.0], [-0.2, -0.2, 0.1], [0.0, -0.2, -0.1], [0.0, 0.0, 0.0], [-0.1, 0.0, 0.1], [0.0, 0.1, 0.0], [0.0, 0.0, 0.0], [0.0, 0.0, 0.0], [0.0, 0.0, 0.0], [0.0, 0.0, 0.0], [0.0, 0.0, 0.0], [0.0, 0.0, 0.0], [0.0, 0.0, 0.0], [0.0, 0.0, 0.0], [0.0, 0.0, 0.0], [0.0, 0.0, 0.0], [0.0, 0.0, 0.0], [0.0, 0.0, 0.0], [0.0, 0.0, 0.0], [0.0, 0.0, 0.0], [0.0, 0.0, 0.0], [0.0, 0.0, 0.0], [0.0, 0.0, 0.0], [0.0, 0.0, 0.0], [0.0, 0.0, 0.0], [0.0, 0.0, 0.0], [0.0, -0.1, 0.0], [-0.1, 0.2, 0.0], [0.0, -0.1, 0.1], [0.2, -0.1, -0.4], [-0.2, 0.1, 0.1], [0.0, 0.0, 0.1], [0.1, -0.1, -0.1], [0.0, 0.0, 0.0], [0.0, 0.0, 0.0], [0.0, 0.0, 0.0], [0.0, 0.0, 0.0], [0.0, 0.0, 0.0], [0.0, 0.0, 0.0], [0.0, 0.0, 0.0]], "lowdin_charge": [0.508, 1.221, -0.605, -0.157, -0.086, -0.040, -0.177, -0.055, -0.089, -0.141, -0.199, -0.260, 0.092, 0.102, 0.110, 0.107, 0.099, 0.068, -0.361, 0.586, -0.240, -0.234, -0.239, -0.172, -0.193, -0.184, -0.205, -0.225, -0.090, -0.093, -0.101, -0.095, -0.109, -0.260, -0.094, -0.093, -0.104, -0.094, -0.117, -0.024, -0.038, 0.068, 0.079, 0.115, 0.091, 0.107, 0.102, 0.103, 0.102, 0.112, 0.109, 0.079, 0.100, 0.094, 0.099, 0.098, 0.098, 0.092, 0.094, 0.101, 0.100, 0.102, 0.095, -0.086, -0.232, -0.606, 0.064, -0.139, -0.706, 0.115, 1.125, 0.074, 0.076, 0.071, 0.105, 0.101, 0.083, 0.098], "gap_ev": 7.571, "molar_mass_g_mol": 783.16, "energy_ev": -71075.2259, "lumo_ha": 0.011, "homo_energy_ev": -7.28}



{"formula": "C33H37N4O2S", "method": "ωB97M-V/def2-TZVPD", "species": ["C", "O", "C", "C", "C", "C", "C", "C", "C", "N", "C", "C", "C", "C", "C", "C", "C", "C", "C", "O", "N", "C", "C", "C", "C", "C", "C", "H", "H", "H", "H", "H", "H", "H", "H", "H", "H", "H", "H", "H", "H", "H", "H", "H", "H", "H", "H", "H", "H", "H", "H", "H", "H", "H", "C", "C", "C", "C", "C", "C", "S", "C", "N", "C", "C", "C", "N", "H", "H", "H", "H", "H", "H", "H", "H", "H", "H"], "positions_angstrom": [[-2.571, -5.248, 6.634], [-2.101, -3.938, 7.037], [-1.314, -3.244, 6.176], [-0.904, -1.943, 6.566], [-0.133, -1.173, 5.724], [0.325, -1.633, 4.448], [1.211, -0.883, 3.633], [1.820, -1.456, 2.533], [2.744, -0.855, 1.669], [3.240, -1.442, 0.563], [4.219, -0.747, -0.279], [3.718, 0.607, -0.786], [4.724, 1.317, -1.665], [4.357, 1.732, -2.949], [5.314, 2.290, -3.800], [6.627, 2.479, -3.348], [6.975, 2.117, -2.040], [6.019, 1.548, -1.193], [4.459, -1.747, -1.411], [5.255, -1.641, -2.341], [3.622, -2.805, -1.199], [3.595, -3.935, -2.099], [2.848, -2.767, 0.034], [3.283, -3.931, 0.941], [1.350, -2.850, -0.297], [-0.148, -2.944, 4.074], [-0.905, -3.739, 4.914], [-3.204, -5.574, 7.460], [-3.157, -5.192, 5.705], [-1.730, -5.943, 6.500], [-1.221, -1.576, 7.540], [0.163, -0.173, 6.037], [1.552, 0.272, 3.957], [1.586, -2.499, 2.326], [3.118, 0.152, 1.882], [5.168, -0.612, 0.271], [2.784, 0.444, -1.349], [3.477, 1.229, 0.090], [3.326, 1.576, -3.277], [5.032, 2.570, -4.816], [7.378, 2.908, -4.013], [7.992, 2.267, -1.674], [6.274, 1.255, -0.171], [4.232, -3.719, -2.960], [3.957, -4.842, -1.599], [2.571, -4.120, -2.442], [4.378, -4.018, 0.920], [2.967, -3.779, 1.975], [2.841, -4.863, 0.567], [1.104, -2.115, -1.076], [1.117, -3.858, -0.664], [0.733, -2.645, 0.580], [0.085, -3.354, 3.089], [-1.201, -4.743, 4.600], [-2.092, 5.998, 3.223], [-0.971, 5.478, 3.888], [-0.745, 4.101, 3.821], [-1.583, 3.245, 3.116], [-2.701, 3.763, 2.466], [-2.953, 5.144, 2.521], [-1.013, 1.582, 3.174], [0.358, 2.065, 4.125], [1.334, 1.261, 4.521], [2.445, 1.836, 5.304], [2.018, 3.048, 6.091], [1.347, 4.065, 5.207], [0.309, 3.392, 4.428], [-2.298, 7.069, 3.250], [-0.292, 6.129, 4.442], [-3.353, 3.081, 1.930], [-3.827, 5.553, 2.013], [2.811, 1.052, 5.974], [3.253, 2.115, 4.611], [1.339, 2.758, 6.898], [2.901, 3.503, 6.541], [0.879, 4.850, 5.804], [2.071, 4.550, 4.537]], "forces_ev_per_angstrom": [[0.2, 0.3, 0.1], [0.4, 0.1, -0.7], [0.1, 0.1, -0.1], [-0.3, -0.6, -0.1], [0.5, 0.1, -0.5], [-1.4, -1.6, 0.6], [1.6, -2.0, -2.0], [-0.3, -1.1, -0.2], [-0.1, -0.7, -0.4], [-0.4, 1.0, 1.2], [0.7, -0.1, -0.1], [-0.3, 0.2, -0.1], [0.0, 0.2, 0.0], [0.4, -0.2, 0.1], [0.1, 0.1, 0.3], [-0.2, -0.1, 0.1], [-0.3, 0.0, 0.1], [0.0, 0.1, -0.5], [0.7, -0.3, -0.9], [-1.2, 0.0, 1.4], [0.4, 0.6, -0.2], [-0.2, -0.4, 0.0], [-0.2, -0.5, -0.3], [0.2, 0.1, 0.0], [0.0, 0.2, -0.1], [0.3, 0.6, 0.3], [-0.3, 0.1, 0.3], [0.1, 0.0, -0.2], [0.1, 0.1, 0.3], [-0.2, 0.2, 0.1], [0.1, 0.0, -0.2], [-0.1, -0.3, 0.0], [-1.0, -2.0, -0.5], [0.2, 0.3, -0.2], [-0.1, -0.3, -0.1], [-0.4, -0.1, -0.2], [0.2, 0.1, 0.2], [0.0, -0.1, -0.2], [0.4, 0.0, 0.0], [0.1, 0.0, 0.3], [-0.2, -0.1, 0.2], [-0.3, 0.0, -0.2], [0.1, 0.1, -0.3], [-0.1, 0.1, 0.2], [0.0, 0.2, -0.1], [0.2, 0.0, 0.0], [-0.3, 0.0, 0.1], [0.1, -0.1, -0.2], [0.2, 0.2, 0.1], [0.0, -0.2, 0.2], [0.0, 0.3, 0.1], [0.0, -0.1, -0.2], [0.0, 0.1, 0.3], [0.1, 0.5, 0.0], [0.2, -0.5, 0.0], [-0.2, 0.0, -0.1], [0.2, -0.1, 0.3], [-0.4, 0.7, -0.2], [0.1, 0.1, 0.1], [0.2, -0.3, 0.1], [-0.2, -0.1, -0.1], [1.9, 0.0, 1.1], [-0.8, 6.1, 1.7], [-0.4, 0.0, -0.5], [0.3, 0.1, 0.6], [0.0, 0.1, -0.2], [-0.3, 0.4, -0.4], [0.1, -0.3, 0.0], [-0.3, -0.2, -0.2], [-0.1, 0.2, 0.0], [0.3, -0.2, 0.1], [0.0, 0.1, -0.1], [0.0, -0.1, 0.2], [0.0, 0.0, -0.1], [-0.1, 0.0, 0.1], [0.0, -0.1, 0.0], [-0.2, -0.1, 0.0]], "lowdin_charge": [-0.047, -0.066, -0.244, 0.015, -0.010, -0.204, -0.036, -0.087, 0.019, 0.038, -0.161, -0.088, -0.240, -0.039, -0.069, -0.077, -0.069, -0.045, -0.366, 0.095, -0.040, -0.003, -0.457, 0.013, 0.010, 0.004, -0.004, 0.098, 0.099, 0.099, 0.125, 0.106, -0.039, 0.050, 0.144, 0.164, 0.132, 0.116, 0.114, 0.107, 0.106, 0.106, 0.111, 0.102, 0.098, 0.094, 0.106, 0.075, 0.094, 0.104, 0.092, 0.070, 0.105, 0.109, -0.062, -0.002, -0.226, -0.446, -0.070, -0.070, 1.139, -0.514, -0.028, -0.164, -0.163, -0.123, -0.025, 0.113, 0.112, 0.112, 0.112, 0.127, 0.127, 0.129, 0.125, 0.127, 0.144], "gap_ev": 6.996, "molar_mass_g_mol": 553.75, "energy_ev": -55704.7798, "lumo_ha": -0.128, "homo_energy_ev": -10.49, "total_charge": 1}